DFT (ωB97M-V/def2-TZVPD) results for a single C17H17ClN2O5S molecule in a non-equilibrium geometry.

Structure (XYZ):
```
43
Properties=species:S:1:pos:R:3:lowdin_charge:R:1
Cl 5.82 1.37 -0.39 0.676
S 3.18 -3.05 1.46 0.994
O -1.70 -2.71 1.05 0.141
O 0.87 0.71 0.44 0.035
O -3.32 2.19 0.66 -0.097
O -2.27 -0.64 -0.47 0.066
O -0.08 -3.24 2.45 0.107
N 1.88 0.25 1.21 0.135
N -1.28 1.33 -0.99 0.108
C -0.54 -2.49 1.62 -0.481
C -5.40 1.95 -0.49 -0.139
C 5.84 -1.02 -1.63 -0.115
C -2.46 1.90 -1.60 -0.096
C 1.52 -0.92 1.68 -0.287
C 4.66 -2.94 -0.78 -0.122
C 0.21 -1.26 1.21 0.030
C -3.18 2.82 -0.59 -0.325
C 5.38 -0.29 -0.55 -0.668
C 4.20 -2.19 0.30 -0.521
C -4.61 3.14 -1.05 -0.122
C 2.43 -1.74 2.50 -0.365
C -0.13 -0.18 0.43 -0.077
C -4.52 1.42 0.65 -0.173
C 4.57 -0.85 0.43 -0.130
C 5.48 -2.36 -1.73 -0.081
C -1.34 0.15 -0.36 -0.368
H 3.22 -1.14 2.96 0.089
H 4.37 -3.97 -0.86 0.100
H -2.00 -2.00 0.42 0.073
H -3.11 1.07 -1.87 0.130
H -2.18 2.46 -2.49 0.134
H 6.47 -0.56 -2.37 0.101
H -4.69 3.23 -2.13 0.115
H 1.87 -2.30 3.25 0.079
H -4.26 0.36 0.50 0.107
H -0.52 1.95 -0.78 0.154
H -2.58 3.72 -0.43 0.151
H -5.55 1.18 -1.25 0.109
H 5.83 -2.95 -2.56 0.107
H -6.38 2.25 -0.13 0.108
H 4.23 -0.24 1.24 0.079
H -4.97 1.54 1.63 0.122
H -4.94 4.07 -0.59 0.117
```

HOMO-LUMO gap (eV): 7.95
Spin multiplicity: 1
Structure (SMILES): O=C(NC[C@H]1CCCO1)c1onc(CSc2cccc(Cl)c2)c1C(=O)O
Lowest unoccupied orbital energy (eV): -0.4
Total energy (hartree): -2002.10904
Charge: 0

=====

DFT (ωB97M-V/def2-TZVPD) results for a single C17H17ClN4O molecule in a non-equilibrium geometry.

Structure (XYZ):
```
40
Properties=species:S:1:pos:R:3:lowdin_charge:R:1
Cl 0.49 3.27 -2.13 0.713
O -2.74 1.15 0.61 0.076
N -0.62 -1.54 -0.26 0.137
N -0.60 1.31 -0.04 0.018
N -2.88 -1.78 0.01 -0.155
N 0.56 -0.83 -0.32 -0.086
C -4.14 -1.23 0.58 -0.057
C 3.07 -3.61 -0.43 -0.092
C -1.75 -0.94 -0.03 -0.180
C 0.52 0.59 -0.67 -0.139
C 1.78 -1.54 -0.58 -0.201
C 0.60 4.79 0.09 -0.121
C 0.21 3.58 -0.42 -0.548
C 2.91 -0.96 -1.16 -0.051
C -0.28 4.17 2.26 -0.072
C 0.35 5.10 1.43 -0.082
C -1.76 0.56 0.17 -0.303
C 1.89 -2.88 -0.16 -0.023
C 4.09 -1.66 -1.44 -0.082
C -2.72 -3.21 -0.28 -0.068
C -0.37 2.59 0.43 -0.229
C 4.16 -3.01 -1.05 -0.112
C -0.62 2.92 1.77 0.000
H 1.02 -3.41 0.27 0.106
H -4.96 -1.92 0.53 0.070
H 3.11 -4.62 -0.06 0.089
H -3.67 -3.68 -0.52 0.077
H 0.50 0.68 -1.76 0.096
H 0.69 6.07 1.79 0.107
H -3.98 -0.97 1.65 0.096
H 2.91 0.08 -1.47 0.097
H -4.51 -0.37 0.04 0.076
H -2.26 -3.71 0.58 0.081
H -2.04 -3.43 -1.13 0.082
H -1.13 2.19 2.40 0.124
H 4.96 -1.18 -1.92 0.110
H 1.08 5.53 -0.57 0.114
H -0.40 4.42 3.31 0.107
H 5.09 -3.58 -1.19 0.102
H 1.42 1.06 -0.31 0.121
```

HOMO-LUMO gap (eV): 7.72
Spin multiplicity: 1
Structure (SMILES): CN(C)C1=NN(c2ccccc2)CN(c2ccccc2Cl)C1=O
Lowest unoccupied orbital energy (eV): 0.4
Total energy (hartree): -1412.40949
Charge: 0

=====

DFT (ωB97M-V/def2-TZVPD) results for a molecular structure, C17H17CoF6N3O8S2.

Structure (XYZ):
```
54
Properties=species:S:1:pos:R:3:lowdin_charge:R:1
Co -1.12 -0.07 0.96 0.388
S 0.83 1.06 2.46 0.572
S 2.08 -1.28 1.99 0.949
F 1.67 1.69 4.86 0.155
F 0.29 3.09 3.97 0.143
F -1.62 -2.60 1.54 0.109
F -0.92 -3.83 3.18 0.153
F 2.34 3.02 3.29 0.159
F -1.26 -4.72 1.24 0.163
O 3.33 -1.72 1.45 -0.385
O 0.94 -1.17 0.49 -0.259
O 2.00 -1.50 -1.40 -0.029
O 3.79 2.82 -2.20 -0.026
O 0.70 -3.14 -0.58 0.126
O 1.25 1.13 -4.90 0.071
O -0.23 0.24 3.03 -0.308
O 0.40 1.84 1.32 -0.281
N -1.31 -0.23 -1.14 0.035
N 2.18 0.31 2.21 -0.380
N 2.16 1.37 -2.84 0.105
C 2.36 -2.36 -2.48 -0.018
C 1.18 -2.04 -0.49 -0.690
C -3.26 0.66 3.87 -0.081
C -3.05 1.36 1.18 -0.127
C -0.87 -3.65 1.88 -0.412
C -2.79 2.31 2.18 -0.081
C 1.19 0.97 -3.69 -0.451
C -2.90 1.96 3.51 -0.086
C -1.88 -1.23 -1.83 -0.096
C -0.60 -0.75 -3.78 0.008
C -3.41 0.06 1.54 -0.144
C -0.37 0.49 -1.76 -0.055
C 1.33 2.29 3.73 -0.686
C -3.51 -0.29 2.90 -0.084
C 0.04 0.25 -3.05 -0.108
C 3.32 2.09 -3.31 -0.240
C -1.58 -1.50 -3.15 -0.025
H -2.60 -1.84 -1.29 0.117
H 3.01 2.73 -4.14 0.128
H -3.33 0.39 4.92 0.109
H 2.17 1.07 -1.88 0.139
H 1.46 -2.74 -2.98 0.091
H 2.94 -1.75 -3.17 0.095
H -2.50 3.31 1.90 0.115
H -3.68 -0.67 0.78 0.103
H -3.02 1.64 0.14 0.108
H 0.07 1.29 -1.16 0.123
H 4.60 3.26 -2.44 0.092
H -3.79 -1.30 3.17 0.109
H 4.09 1.39 -3.68 0.132
H -2.69 2.69 4.28 0.108
H -0.32 -0.91 -4.81 0.130
H 2.95 -3.20 -2.12 0.105
H -2.09 -2.30 -3.66 0.113
```

HOMO-LUMO gap (spin up / spin down) (eV): 8.49 / 7.17
Spin multiplicity: 4
Lowest unoccupied orbital energy (spin up / spin down) (eV): 0.0 / -0.5
Total energy (hartree): -4202.47281
Charge: 0
⟨S²⟩: 3.76

=====

DFT (ωB97M-V/def2-TZVPD) results for a molecular structure, C17H17F6MnN3O7S3 in a non-equilibrium geometry.

Structure (XYZ):
```
54
Properties=species:S:1:pos:R:3:lowdin_charge:R:1
Mn 1.55 0.12 1.02 1.191
S -1.68 -0.46 1.06 1.077
S 3.14 -2.57 1.48 0.670
S 4.66 -0.31 0.98 0.673
F 2.19 -3.19 -1.01 0.116
F 3.08 0.06 -1.18 0.049
F 4.10 -4.16 -0.43 0.154
F 2.20 -4.81 0.51 0.103
F 4.99 -1.19 -1.57 0.123
F 5.08 0.96 -1.45 0.169
O 3.63 0.49 1.61 -0.299
O 1.87 -1.81 1.41 -0.364
O 1.73 2.06 -0.15 -0.069
O -0.35 -0.36 0.33 -0.539
O 6.03 0.05 1.28 -0.200
O 1.55 1.87 2.11 -0.082
O 3.28 -3.30 2.69 -0.188
N 4.42 -1.85 1.04 -0.278
N 1.63 4.82 0.09 0.073
N 1.58 3.93 1.17 0.021
C -2.73 2.13 0.54 -0.274
C -2.00 2.62 -0.60 -0.037
C -0.68 -4.60 -1.27 -0.074
C -1.56 -2.54 -1.99 -0.018
C -2.69 -0.96 -0.37 -0.245
C -4.07 2.57 0.73 -0.032
C -2.04 1.27 1.55 -0.262
C 1.64 2.61 1.05 -0.651
C 4.45 -0.09 -0.93 -0.512
C -1.37 -4.45 -0.04 -0.061
C 2.91 -3.73 0.03 -0.548
C -2.59 3.51 -1.51 -0.045
C -0.73 -3.61 -2.22 -0.078
C -2.22 -2.34 -0.73 -0.286
C -4.66 3.40 -0.21 -0.082
C -3.96 3.87 -1.31 -0.061
C -2.12 -3.33 0.26 -0.073
H -2.70 1.18 2.43 0.108
H -2.06 3.81 -2.41 0.106
H -0.22 -3.74 -3.12 0.098
H 1.22 5.69 0.41 0.094
H 1.46 4.35 2.10 0.179
H -1.58 -1.72 -2.68 0.110
H -2.61 -0.27 -1.21 0.098
H -5.65 3.82 0.02 0.121
H -3.80 -0.98 -0.06 0.146
H -4.49 4.53 -1.99 0.108
H -4.60 2.32 1.63 0.109
H 0.95 4.45 -0.61 0.105
H -1.00 2.20 -0.67 0.090
H -1.28 -5.28 0.67 0.117
H -0.15 -5.52 -1.52 0.122
H -2.71 -3.22 1.19 0.125
H -1.05 1.70 1.84 0.101
```

HOMO-LUMO gap (spin up / spin down) (eV): 4.14 / 7.15
Spin multiplicity: 5
Lowest unoccupied orbital energy (spin up / spin down) (eV): -7.9 / -4.9
Total energy (hartree): -4293.38416
Charge: +1
⟨S²⟩: 6.13

=====

DFT (ωB97M-V/def2-TZVPD) results for a molecular structure, C17H17F6N4O3RhS in a non-equilibrium geometry.

Structure (XYZ):
```
49
Properties=species:S:1:pos:R:3:lowdin_charge:R:1
Rh 0.46 -0.15 0.66 1.239
S 3.16 -2.51 3.42 1.069
F -1.09 1.63 -2.96 0.143
F -3.07 0.52 -1.76 0.164
F -3.83 2.50 -1.31 0.145
F -1.95 3.56 -2.46 0.144
F -3.58 1.07 0.29 0.155
F 0.11 3.15 -1.97 0.154
O -0.74 1.15 -0.09 -0.429
O 0.90 -0.37 2.58 -0.134
O 1.33 -0.07 4.81 0.123
N 1.04 -1.64 -0.52 -0.077
N -0.32 1.55 1.54 -0.265
N 2.03 -3.50 -1.29 0.173
N 1.69 -1.42 1.57 -0.120
C -1.13 2.58 -2.00 -0.488
C 1.83 -2.64 -0.26 -0.288
C -0.39 1.23 3.85 -0.054
C 0.25 -2.70 -4.46 -0.111
C 1.09 -3.47 -3.65 -0.022
C -0.37 -1.54 -3.98 -0.086
C 0.73 0.17 3.72 -0.459
C -1.63 3.24 0.37 -0.019
C 3.11 -3.29 1.88 -0.364
C -0.16 -1.11 -2.67 -0.045
C 2.28 -2.55 1.08 -0.320
C 1.28 -3.01 -2.34 -0.185
C 2.08 -1.29 2.82 -0.487
C -3.00 1.53 -0.85 -0.486
C 0.68 -1.86 -1.83 -0.226
C -0.39 2.28 2.76 -0.305
C -1.57 2.06 -0.62 -0.449
H 2.60 -4.33 -1.29 0.167
H -0.32 1.72 4.83 0.123
H -0.64 3.70 0.53 0.123
H -1.44 1.44 0.82 0.146
H -1.29 2.90 2.81 0.096
H 3.66 -4.19 1.68 0.058
H -2.30 4.03 0.01 0.123
H -0.14 2.27 0.21 0.256
H -1.34 0.68 3.85 0.134
H -2.00 2.93 1.36 0.084
H -1.02 -0.97 -4.64 0.102
H 0.07 -3.01 -5.49 0.097
H 0.18 -0.16 -1.00 0.146
H 1.76 -0.47 3.44 -0.023
H 0.48 2.93 2.86 0.123
H 1.57 -4.36 -4.03 0.103
H -0.64 -0.21 -2.29 0.052
```

HOMO-LUMO gap (spin up / spin down) (eV): 4.81 / 6.41
Spin multiplicity: 5
Lowest unoccupied orbital energy (spin up / spin down) (eV): 0.4 / -1.1
Total energy (hartree): -2209.64918
Charge: 0
⟨S²⟩: 6.04

=====

DFT (ωB97M-V/def2-TZVPD) results for a molecular structure, C17H17IN4O2Sn.

Structure (XYZ):
```
42
Properties=species:S:1:pos:R:3:lowdin_charge:R:1
I -4.10 2.23 -0.90 0.912
Sn -1.15 0.56 0.21 1.320
O 3.49 -0.16 3.18 0.109
O 0.68 1.41 0.40 -0.162
N -0.05 -0.72 1.51 -0.117
N -2.39 -1.25 0.44 -0.026
N 1.16 -0.30 1.88 0.082
N -0.80 0.10 -1.86 0.160
C -3.85 -3.49 1.10 0.023
C 1.50 0.85 1.26 -0.338
C 4.89 1.61 2.67 0.018
C 5.18 2.76 1.97 -0.018
C 4.28 3.29 1.02 -0.054
C -0.92 -1.32 -5.03 -0.055
C 3.69 0.95 2.46 -0.233
C -4.35 -2.58 0.19 0.006
C -0.58 -1.83 1.88 0.012
C -0.23 -0.11 -4.39 -0.158
C 2.76 1.47 1.52 -0.083
C -2.60 -3.27 1.68 0.039
C -1.90 -2.14 1.33 -0.231
C -0.54 0.01 -2.98 -0.045
C -3.60 -1.47 -0.13 -0.090
C 3.10 2.65 0.81 -0.011
C -2.22 2.35 0.04 -0.814
H -3.94 -0.73 -0.84 0.053
H 2.39 3.04 0.09 0.116
H -2.33 2.81 1.02 -0.002
H -0.72 -2.23 -4.47 0.088
H -2.00 -1.17 -5.10 0.089
H -1.53 2.94 -0.56 -0.003
H -0.06 -2.50 2.55 0.162
H 5.58 1.20 3.39 0.135
H 2.64 -0.56 2.95 0.076
H 0.86 -0.17 -4.47 0.145
H -0.54 0.83 -4.86 0.145
H -2.18 -3.96 2.40 0.140
H 6.12 3.26 2.14 0.124
H 4.53 4.19 0.48 0.116
H -5.31 -2.73 -0.28 0.133
H -0.53 -1.45 -6.04 0.095
H -4.42 -4.38 1.37 0.139
```

HOMO-LUMO gap (eV): 5.77
Spin multiplicity: 1
Lowest unoccupied orbital energy (eV): -7.8
Total energy (hartree): -1538.95166
Charge: +2

=====

DFT (ωB97M-V/def2-TZVPD) results for a molecular structure, C17H17MgN5O.

Structure (XYZ):
```
41
Properties=species:S:1:pos:R:3:lowdin_charge:R:1
Mg 0.41 0.48 -0.06 0.865
O 0.32 -0.07 1.80 -0.044
N -1.73 -0.36 -1.95 0.108
N -1.27 1.61 -0.70 0.053
N 2.11 -0.57 -0.84 0.034
N -0.44 -0.64 -1.53 -0.070
N -2.87 3.32 -0.75 0.154
C 2.58 -2.41 -2.32 0.024
C 3.39 -0.58 -0.47 -0.083
C -2.11 0.79 -1.50 -0.245
C -1.71 2.81 -0.40 -0.110
C -3.81 2.57 -1.48 -0.160
C -5.94 2.32 -2.51 -0.022
C 1.71 -1.49 -1.76 -0.235
C -4.35 0.51 -2.59 0.011
C -5.05 3.10 -1.80 0.012
C 0.25 -0.89 2.73 -0.391
C 0.35 -0.40 4.13 0.031
C -5.58 1.02 -2.91 -0.028
C -3.44 1.28 -1.86 -0.087
C 3.92 -2.40 -1.92 0.005
C 0.04 -2.33 2.41 0.032
C 0.30 -1.43 -2.19 -0.004
C 4.32 -1.47 -0.98 -0.007
H -5.32 4.11 -1.49 0.128
H 1.19 0.29 4.21 0.111
H 4.62 -3.10 -2.34 0.133
H 0.74 -2.63 1.62 0.102
H 3.69 0.16 0.26 0.128
H -3.10 4.26 -0.47 0.178
H 0.43 -1.21 4.85 0.099
H 2.22 -3.11 -3.06 0.134
H -1.07 3.47 0.18 0.155
H -4.06 -0.49 -2.90 0.122
H 5.35 -1.42 -0.65 0.128
H -0.56 0.17 4.33 0.119
H 0.15 -2.97 3.27 0.100
H -6.29 0.43 -3.47 0.123
H -6.91 2.71 -2.77 0.126
H -0.97 -2.44 2.00 0.119
H -0.06 -1.97 -3.06 0.153
```

HOMO-LUMO gap (eV): 7.63
Spin multiplicity: 1
Lowest unoccupied orbital energy (eV): -6.7
Total energy (hartree): -1206.73382
Charge: +2

=====

DFT (ωB97M-V/def2-TZVPD) results for a single C17H17N3O3S2 molecule in a non-equilibrium geometry.

Structure (XYZ):
```
42
Properties=species:S:1:pos:R:3:lowdin_charge:R:1
S 1.11 -0.54 -1.84 1.091
S -3.32 1.07 0.22 0.660
O -3.86 0.99 1.54 -0.278
O 2.86 3.43 1.56 0.094
O -3.96 1.89 -0.76 -0.283
N -3.29 -0.49 -0.40 -0.328
N 2.74 -0.34 0.17 0.125
N 3.32 2.43 -0.39 0.085
C -1.06 2.37 -0.67 -0.047
C 1.30 -3.40 1.60 -0.079
C -2.79 -0.58 -1.75 -0.101
C 0.50 1.54 1.47 0.003
C 0.38 -3.69 0.60 -0.088
C 2.48 2.78 0.62 -0.460
C 1.05 2.33 0.47 -0.149
C 2.12 -2.29 1.52 -0.009
C -1.59 1.57 0.33 -0.256
C 1.05 -1.76 -0.59 -0.460
C 0.24 -2.88 -0.50 -0.116
C 0.27 2.76 -0.59 -0.021
C -0.83 1.15 1.40 -0.033
C -2.85 -1.50 0.52 -0.100
C 3.03 1.49 -1.45 -0.172
C 2.41 0.24 -0.92 -0.560
C 2.00 -1.46 0.41 -0.311
H -3.19 0.26 -2.30 0.084
H 1.12 1.24 2.31 0.131
H 3.98 1.24 -1.94 0.136
H -1.75 -1.56 0.59 0.069
H -3.23 -2.47 0.19 0.097
H -1.28 0.56 2.17 0.119
H -0.25 -4.57 0.70 0.106
H 0.68 3.41 -1.35 0.125
H -0.47 -3.10 -1.28 0.108
H -1.69 -0.56 -1.79 0.044
H 1.38 -4.05 2.46 0.104
H -1.70 2.70 -1.47 0.116
H -3.15 -1.51 -2.20 0.096
H 4.29 2.67 -0.22 0.151
H -3.27 -1.27 1.49 0.084
H 2.37 1.93 -2.20 0.107
H 2.85 -2.06 2.28 0.115
```

HOMO-LUMO gap (eV): 9.29
Spin multiplicity: 1
Structure (SMILES): CN(C)S(=O)(=O)c1ccc(C(=O)NCc2nc3ccccc3s2)cc1
Lowest unoccupied orbital energy (eV): 0.0
Total energy (hartree): -1844.39681
Charge: 0

=====

Question: charge of number 7 (C17H17MgN5O)?
Answer: +2

=====

Question: Which value of spin multiplicity does entry 6 give?
Answer: 1